Computed, not measured: a 2-piece molecular cluster, C7H7N overall, with ωB97M-V with the def2-TZVPD basis set.

XYZ file:
```
15
Properties=species:S:1:pos:R:3:nbo_charge:R:1
C 3.01 0.48 -0.39 -0.34
C 2.46 -0.54 -0.12 -0.19
C -0.75 -1.33 -0.01 0.01
C -1.87 -0.78 -0.27 -0.25
C -2.06 0.56 -0.40 -0.16
C -1.05 1.40 0.04 -0.23
C 0.04 0.76 0.66 0.03
H 3.51 1.18 -1.07 0.24
H 2.21 -1.50 0.34 0.25
H -0.56 -2.36 0.02 0.20
H -2.84 -1.37 -0.19 0.22
H -2.95 1.04 -0.54 0.21
H -1.17 2.42 0.13 0.21
H 0.94 1.29 0.92 0.21
N 0.31 -0.58 0.47 -0.41
```

As for the lowest unoccupied orbital energy: 0.6 eV. For the calculated total energy, the calculation gives -8857.816 eV. As for the structure (SMILES): c1ccncc1.C#C. As for the maximum force: 7.55 eV/A. The energy above the lowest of the compared OMol25 structures with the same formula, charge and spin is 87.83 kcal per mole. The HOMO energy is -8.8 eV. The HOMO-LUMO gap is 9.40 eV.